Run a
{"formula": "C2I2", "method": "ωB97M-V with the def2-TZVPD basis set", "multiplicity": 1, "homo_lumo_gap_ev": [5.9, 5.9], "total_charge": 0, "species": ["C", "C", "I", "I"], "positions_angstrom": [[0.192, -1.672, 0.004], [-0.185, 1.672, 0.004], [1.526, 0.019, 0.001], [-1.519, -0.019, 0.002]], "nbo_charge": [-0.529, -0.529, 0.528, 0.529]}


Run b
{"formula": "C2I2", "method": "ωB97M-V with the def2-TZVPD basis set", "multiplicity": 1, "homo_lumo_gap_ev": 7.8, "total_charge": 0, "smiles": "IC#CI", "species": ["C", "C", "I", "I"], "positions_angstrom": [[0.502, 0.801, 0.212], [-0.881, 0.581, -0.339], [2.389, 1.255, -0.118], [-2.766, 0.294, 0.153]], "nbo_charge": [-0.355, -0.363, 0.364, 0.353]}


run b is favored, and the nearest alternative lies 131.4 kcal/mol above it.


Run a
{"formula": "H3NO2S2", "method": "ωB97M-V with the def2-TZVPD basis set", "multiplicity": 1, "homo_lumo_gap_ev": 7.5, "total_charge": 0, "species": ["N", "O", "O", "S", "S", "H", "H", "H"], "positions_angstrom": [[-0.444, -0.213, -0.057], [1.706, 0.238, 2.136], [-0.851, -1.190, 0.825], [2.290, -2.437, 2.763], [1.314, -0.809, 3.063], [-1.080, 0.696, -0.193], [-0.388, -0.690, -1.042], [0.473, 0.282, 0.181]], "nbo_charge": [-0.402, -0.881, -0.696, -0.253, 1.110, 0.350, 0.385, 0.387]}


Run b
{"formula": "H3NO2S2", "method": "ωB97M-V with the def2-TZVPD basis set", "multiplicity": 1, "homo_lumo_gap_ev": 9.2, "total_charge": 0, "species": ["N", "O", "O", "S", "S", "H", "H", "H"], "positions_angstrom": [[1.619, -0.105, -0.293], [-0.893, -0.469, -0.653], [-0.088, 1.216, 1.040], [-2.522, -0.716, 0.033], [0.113, 0.817, -0.312], [2.223, -0.514, 0.418], [2.036, -0.392, -1.234], [-2.487, 0.164, 1.001]], "nbo_charge": [-1.122, -0.878, -0.931, 0.295, 1.721, 0.412, 0.392, 0.112]}


run b is favored, and the nearest alternative lies 28.5 kcal/mol above it.


Run a
{"formula": "C3H6N2O3", "method": "ωB97M-V with the def2-TZVPD basis set", "multiplicity": 1, "homo_lumo_gap_ev": 10.1, "total_charge": 0, "smiles": "C1=N\\OCOCON/1", "species": ["C", "C", "C", "H", "H", "H", "H", "H", "H", "N", "N", "O", "O", "O"], "positions_angstrom": [[-1.164, -1.128, 0.452], [-1.006, 1.166, -0.049], [1.620, 0.334, -0.486], [-1.683, -2.129, -0.197], [-0.993, -1.268, 1.548], [-0.009, 1.295, 0.702], [-1.570, 2.135, 0.328], [2.722, 0.658, -0.473], [1.913, -1.332, 0.274], [1.037, 1.438, -0.974], [1.231, -0.683, 0.264], [-1.908, -0.023, -0.058], [-0.322, 1.031, -1.208], [0.133, -1.495, -0.125]], "nbo_charge": [0.206, 0.179, 0.203, 0.197, 0.178, 0.155, 0.181, 0.211, 0.377, -0.196, -0.331, -0.526, -0.434, -0.400]}


Run b
{"formula": "C3H6N2O3", "method": "ωB97M-V with the def2-TZVPD basis set", "multiplicity": 1, "homo_lumo_gap_ev": 10.0, "total_charge": 0, "smiles": "CC(=O)O/N=C/NO", "species": ["C", "C", "C", "H", "H", "H", "H", "H", "H", "N", "N", "O", "O", "O"], "positions_angstrom": [[0.037, 2.825, 0.599], [-0.726, 1.647, 0.017], [0.625, -1.537, -0.567], [1.137, 2.741, 0.487], [-0.307, 3.763, 0.131], [-0.265, 2.760, 1.675], [1.599, -1.343, -1.062], [0.417, -3.146, -1.499], [-0.385, -3.192, 1.042], [-0.127, -0.685, 0.077], [0.435, -2.874, -0.569], [-1.905, 1.657, -0.159], [0.150, 0.688, -0.331], [-0.685, -3.304, 0.159]], "nbo_charge": [-0.723, 0.800, 0.197, 0.229, 0.237, 0.244, 0.190, 0.375, 0.472, -0.193, -0.322, -0.543, -0.431, -0.531]}


Run c
{"formula": "C3H6N2O3", "method": "ωB97M-V with the def2-TZVPD basis set", "multiplicity": 1, "homo_lumo_gap_ev": 10.2, "total_charge": 0, "smiles": "NC(=O)CN(O)C=O", "species": ["C", "C", "C", "H", "H", "H", "H", "H", "H", "N", "N", "O", "O", "O"], "positions_angstrom": [[-1.018, 0.966, -0.198], [-0.149, 0.384, 0.849], [1.644, -1.014, -0.065], [-0.925, 2.138, -1.790], [0.575, 1.377, -1.526], [0.748, 1.036, 0.968], [-0.666, 0.274, 1.824], [-1.026, -2.262, 0.223], [1.980, -2.049, -0.105], [-0.346, 1.555, -1.136], [0.300, -0.877, 0.393], [-2.260, 1.131, -0.203], [-0.422, -1.976, 0.943], [2.279, -0.065, -0.479]], "nbo_charge": [0.632, -0.343, 0.518, 0.404, 0.418, 0.245, 0.246, 0.480, 0.142, -0.803, -0.175, -0.628, -0.539, -0.597]}


Run d
{"formula": "C3H6N2O3", "method": "ωB97M-V with the def2-TZVPD basis set", "multiplicity": 1, "homo_lumo_gap_ev": 10.2, "total_charge": 0, "smiles": "[H]/N=C(/N)[C@H](O)C(=O)O", "species": ["C", "C", "C", "H", "H", "H", "H", "H", "H", "N", "N", "O", "O", "O"], "positions_angstrom": [[-0.634, 0.423, -0.577], [0.078, -0.693, 0.128], [1.004, -0.089, 1.273], [-0.425, -0.563, -2.457], [-0.902, 1.107, -2.431], [-1.134, 1.151, 1.125], [0.621, -1.234, -0.670], [-0.373, -1.726, 1.624], [1.575, 1.180, -0.070], [-0.544, 0.316, -1.935], [-1.204, 1.380, 0.108], [-0.836, -1.611, 0.717], [1.766, 0.924, 0.819], [1.009, -0.565, 2.345]], "nbo_charge": [0.393, -0.099, 0.797, 0.412, 0.402, 0.343, 0.183, 0.492, 0.501, -0.821, -0.691, -0.701, -0.661, -0.550]}


run d is favored, and the nearest alternative lies 29.4 kcal/mol above it.


Run a
{"formula": "C3H6N2O3", "method": "ωB97M-V with the def2-TZVPD basis set", "multiplicity": 1, "homo_lumo_gap_ev": 10.7, "total_charge": 0, "species": ["C", "C", "C", "N", "N", "O", "O", "O", "H", "H", "H", "H", "H", "H"], "positions_angstrom": [[-0.708, -0.498, -0.899], [-1.490, 0.471, -1.860], [-0.145, 0.865, -0.466], [0.638, 1.159, 0.431], [2.085, -0.823, 2.760], [1.159, -1.417, 1.885], [2.399, -1.497, 3.663], [-0.823, 1.636, -1.385], [-1.113, -0.926, -0.002], [-0.128, -1.083, -1.465], [-1.405, 0.335, -2.969], [-2.446, 0.486, -1.405], [1.049, -0.819, 1.111], [0.927, 2.111, 0.601]], "nbo_charge": [-0.522, -0.066, 0.595, -0.732, 0.357, -0.596, -0.278, -0.493, 0.241, 0.226, 0.201, 0.186, 0.500, 0.383]}


Run b
{"formula": "C3H6N2O3", "method": "ωB97M-V with the def2-TZVPD basis set", "multiplicity": 1, "homo_lumo_gap_ev": 11.1, "total_charge": 0, "smiles": "[H]/N=C(/CC(=O)O)ON", "species": ["C", "C", "C", "N", "O", "O", "N", "O", "H", "H", "H", "H", "H", "H"], "positions_angstrom": [[0.016, 0.328, 0.553], [1.043, -0.039, 1.645], [0.101, -0.427, -0.717], [-1.803, 1.035, -1.255], [-0.789, 0.096, -1.705], [1.437, -1.317, 1.713], [0.924, -1.338, -1.074], [1.408, 0.742, 2.510], [2.071, -1.349, 2.458], [-2.668, 0.555, -1.508], [-1.703, 1.790, -1.937], [0.718, -1.622, -2.037], [-0.965, 0.160, 1.008], [0.210, 1.385, 0.347]], "nbo_charge": [-0.599, 0.803, 0.563, -0.518, -0.430, -0.658, -0.651, -0.607, 0.498, 0.349, 0.352, 0.355, 0.272, 0.270]}


run b is favored, and the nearest alternative lies 61.5 kcal/mol above it.